#1
Here is a 4-piece molecular cluster, C2H13NO4 overall from OMol25. Energies are from ωB97M-V/def2-TZVPD.

```
! RIJCOSX wB97M-V def2-TZVPD def2/J DEFGRID3
* xyz 0 1
N 2.046 -0.387 0.930
C 2.307 -0.415 -0.549
C 1.035 -0.647 -1.309
O 0.445 0.651 -1.730
H 2.210 0.454 1.361
H 2.487 -1.074 1.414
H 3.060 -1.185 -0.756
H 2.748 0.478 -0.937
H 0.161 -1.328 -0.872
H 1.390 -1.043 -2.423
H -0.588 0.504 -1.614
O -2.148 1.722 0.809
H -1.715 1.148 1.458
H -2.639 2.223 1.438
O -0.756 -0.269 1.916
H -0.837 -0.926 2.510
H 0.180 -0.490 1.580
O -2.045 -0.724 -0.696
H -1.981 -0.359 0.154
H -2.825 -0.360 -1.066
*
```

* structure (SMILES): NCCO.O.O.O
* HOMO level: -9.3 eV
* orbital gap: 9.889 eV

***

#2
Here is a 5-piece molecular cluster, C2H13NO4 overall from OMol25. Energies are from ωB97M-V/def2-TZVPD.

```
! RIJCOSX wB97M-V def2-TZVPD def2/J DEFGRID3
* xyz 0 1
C 0.415 -2.282 -0.419
C -0.727 -1.608 -0.302
N -1.175 -0.882 0.820
H 1.270 -2.086 0.215
H 0.564 -2.865 -1.309
H -1.441 -1.596 -1.121
H -0.900 -1.297 1.703
H -2.178 -0.795 0.824
O 3.279 -0.728 1.101
H 4.030 -0.156 1.293
H 2.644 -0.126 0.676
O -2.559 2.077 0.382
H -2.607 3.030 0.273
H -2.074 1.744 -0.384
O -0.711 1.501 -1.911
H -0.338 1.487 -2.796
H -0.010 1.377 -1.258
O 1.079 1.113 0.420
H 1.079 1.627 1.234
H 0.361 0.468 0.556
*
```

* structure (SMILES): C=CN.O.O.O.O
* HOMO level: -8.8 eV
* orbital gap: 9.394 eV

***

It is #1 that is the least stable of them.

***

#1
Here is a 2-piece molecular cluster, C4H7NOS overall from OMol25. Energies are from ωB97M-V/def2-TZVPD.

```
! RIJCOSX wB97M-V def2-TZVPD def2/J DEFGRID3
* xyz 0 3
C -0.256 0.045 1.584
C 0.541 1.343 1.305
C 0.187 -0.323 -0.593
C 0.305 -1.357 -1.622
N -0.341 -0.759 0.581
O -1.503 0.653 -1.149
S 1.424 1.002 -0.295
H -0.589 -0.332 2.495
H -0.193 2.111 1.178
H 1.225 1.317 2.129
H 0.096 -0.926 -2.546
H -0.403 -2.100 -1.290
H 1.245 -1.811 -1.430
H -1.737 1.138 -0.350
*
```

* HOMO level (alpha / beta): -6.3 / -9.7 eV
* orbital gap (alpha / beta): 6.970 / 6.967 eV

***

#2
Here is the molecule C4H7NOS from OMol25. Energies are from ωB97M-V/def2-TZVPD.

```
! RIJCOSX wB97M-V def2-TZVPD def2/J DEFGRID3
* xyz 0 3
C -0.102 -1.289 -0.271
C -1.003 -1.591 0.585
C -0.124 -0.016 -1.013
C 0.395 1.017 -0.036
N 1.715 1.054 0.158
O -1.972 1.506 0.612
S -0.660 2.014 0.892
H 0.692 -2.084 -0.242
H -0.674 -2.555 1.104
H 0.203 0.072 -2.053
H -1.131 0.278 -1.030
H -1.817 -0.981 0.996
H 2.105 1.844 0.802
H 2.374 0.731 -0.505
*
```

* HOMO level (alpha / beta): -5.7 / -9.7 eV
* orbital gap (alpha / beta): 6.309 / 8.447 eV

***

It is #1 that is the least stable of them.

***

#1
Here is a 3-piece molecular cluster, C4H12O2 overall from OMol25. Energies are from ωB97M-V/def2-TZVPD.

```
! RIJCOSX wB97M-V def2-TZVPD def2/J DEFGRID3
* xyz 0 1
C -0.255 -0.431 -2.015
C -0.320 -0.325 -0.535
C 0.447 0.375 0.289
C 0.225 0.344 1.787
H -1.241 -0.271 -2.448
H 0.209 -1.359 -2.350
H 0.346 0.383 -2.427
H -1.080 -0.889 0.011
H 1.335 0.867 -0.096
H 0.333 -0.672 2.168
H 0.973 0.973 2.278
H -0.745 0.759 2.069
O -2.662 1.484 -1.124
H -2.073 1.306 -0.374
H -3.173 2.267 -0.880
O 2.521 -1.955 1.052
H 2.496 -1.100 0.611
H 2.664 -1.758 1.982
*
```

* structure (SMILES): C/C=C/C.O.O
* HOMO level: -9.5 eV
* orbital gap: 10.244 eV

***

#2
Here is a 3-piece molecular cluster, C4H12O2 overall from OMol25. Energies are from ωB97M-V/def2-TZVPD.

```
! RIJCOSX wB97M-V def2-TZVPD def2/J DEFGRID3
* xyz 0 1
C -0.340 -0.496 -0.100
C 0.462 0.344 0.538
C 1.948 0.268 0.364
C -0.091 1.600 1.171
H -1.399 -0.353 0.020
H 0.043 -1.400 -0.530
H 2.258 -0.347 -0.481
H 2.414 -0.194 1.231
H 2.437 1.233 0.170
H -1.155 1.457 1.321
H 0.154 2.462 0.537
H 0.435 1.805 2.111
O -0.450 2.166 -2.376
H -0.470 2.462 -3.279
H -0.490 2.821 -1.681
O -1.274 -3.930 0.715
H -1.066 -3.658 1.616
H -1.093 -3.126 0.228
*
```

* structure (SMILES): C=C(C)C.O.O
* HOMO level: -9.4 eV
* orbital gap: 10.068 eV

***

It is #2 that is the least stable of them.

***

#1
Here is a 2-piece molecular cluster, C4H12OS overall from OMol25. Energies are from ωB97M-V/def2-TZVPD.

```
! RIJCOSX wB97M-V def2-TZVPD def2/J DEFGRID3
* xyz 0 1
C 2.156 -0.624 1.711
C 1.323 -1.761 1.110
O 0.770 -1.236 -0.125
H 3.176 -0.933 1.958
H 1.726 -0.219 2.622
H 2.316 0.099 0.913
H 1.955 -2.589 0.810
H 0.528 -2.024 1.807
H 0.252 -1.965 -0.432
C -1.988 0.547 -2.437
S -2.684 1.251 -0.859
C -1.238 1.839 0.015
H -1.791 1.396 -3.051
H -1.050 0.125 -2.100
H -2.756 -0.083 -2.862
H -1.338 2.916 0.197
H -0.193 1.857 -0.293
H -1.163 1.404 1.014
*
```

* structure (SMILES): CCO.CSC
* HOMO level: -8.2 eV
* orbital gap: 9.101 eV

***

#2
Here is a 2-piece molecular cluster, C4H12OS overall from OMol25. Energies are from ωB97M-V/def2-TZVPD.

```
! RIJCOSX wB97M-V def2-TZVPD def2/J DEFGRID3
* xyz 0 1
C 1.940 -0.899 -1.294
C 0.841 0.187 -0.927
C -0.591 -0.308 -0.967
S -1.747 0.203 0.283
C -1.396 -0.876 1.713
H 2.819 -0.712 -0.672
H 1.436 -1.849 -1.040
H 2.167 -0.874 -2.354
H 1.020 1.008 -1.630
H 1.243 0.677 -0.039
H -0.522 -1.390 -1.205
H -0.989 0.088 -1.934
H -2.238 -0.760 2.404
H -1.144 -1.906 1.452
H -0.643 -0.402 2.345
O -0.538 2.954 1.282
H -0.210 2.088 1.541
H -1.447 2.770 1.042
*
```

* structure (SMILES): CCCSC.O
* HOMO level: -8.8 eV
* orbital gap: 9.628 eV

***

It is #1 that is the least stable of them.

***

#1
Here is the molecule C5H5NO from OMol25. Energies are from ωB97M-V/def2-TZVPD.

```
! RIJCOSX wB97M-V def2-TZVPD def2/J DEFGRID3
* xyz 0 1
O -1.551 -1.314 1.325
C -0.751 -0.610 0.778
C -0.729 0.087 -0.595
C -1.586 -0.456 -1.646
C 0.729 -0.406 1.023
C 0.964 0.234 -0.298
N 1.172 0.978 0.922
H -1.030 -0.393 -2.597
H 1.333 -1.113 1.571
H -0.843 1.171 -0.640
H 1.807 0.125 -0.990
H 0.485 1.696 1.147
*
```

* HOMO level (alpha / beta): -9.0 / -9.0 eV
* orbital gap (alpha / beta): 8.032 / 8.031 eV

***

#2
Here is C5H5NO as an isolated structure from OMol25. Energies are from ωB97M-V/def2-TZVPD.

```
! RIJCOSX wB97M-V def2-TZVPD def2/J DEFGRID3
* xyz 0 1
N 2.722 0.756 -0.682
C 2.032 0.269 0.120
C 0.868 -0.538 0.479
O -0.062 -0.282 1.525
C -1.124 -0.368 0.574
C -1.084 0.817 -0.299
C -0.116 -0.290 -0.628
H 1.127 -1.604 0.544
H -1.975 -0.960 0.903
H -1.942 0.811 -0.975
H -0.791 1.801 0.058
H 0.346 -0.414 -1.619
*
```

* HOMO level: -10.1 eV
* orbital gap: 10.906 eV

***

It is #1 that is the least stable of them.

***

#1
Here is the molecule C4H6O2 from OMol25. Energies are from ωB97M-V/def2-TZVPD.

```
! RIJCOSX wB97M-V def2-TZVPD def2/J DEFGRID3
* xyz 0 1
O -0.790 1.140 -1.465
C -0.005 0.853 -0.353
C -0.655 0.163 0.905
C 0.378 -0.964 0.697
O 0.084 -1.515 -0.588
C 0.907 -0.348 -0.505
H -1.098 0.270 -1.762
H 0.539 1.754 -0.053
H -0.530 0.722 1.836
H -1.715 -0.098 0.780
H 1.014 -1.493 1.378
H 1.906 -0.447 -0.909
*
```

* structure (SMILES): O[C@H]1C[C@H]2O[C@@H]12
* HOMO level: -10.0 eV
* orbital gap: 11.087 eV

***

#2
Here is the molecule C4H6O2 from OMol25. Energies are from ωB97M-V/def2-TZVPD.

```
! RIJCOSX wB97M-V def2-TZVPD def2/J DEFGRID3
* xyz 0 1
C -1.449 -0.311 1.720
C -1.457 -0.542 0.414
O -0.446 -0.355 -0.513
C 0.651 0.406 -0.261
C 1.606 0.320 -1.422
O 0.834 1.038 0.746
H -0.608 0.117 2.246
H -2.344 -0.563 2.279
H -2.313 -0.967 -0.100
H 1.083 0.481 -2.368
H 2.046 -0.682 -1.452
H 2.396 1.059 -1.290
*
```

* structure (SMILES): C=COC(C)=O
* HOMO level: -9.7 eV
* orbital gap: 10.653 eV

***

It is #1 that is the least stable of them.